[1]
Here is a cluster of 2 separate species, C8H15N2 in total in a non-equilibrium geometry from the Open Molecules 2025 dataset. Energies are from ωB97M-V/def2-TZVPD.

Structure (ORCA input):
```
! RIJCOSX wB97M-V def2-TZVPD def2/J DEFGRID3
* xyz 1 1
C 1.2141 -0.7432 -0.1833
C -0.9658 -1.1230 0.1188
C 3.2542 -1.1335 0.2552
C 0.5863 0.6063 -0.1026
C -2.2171 -1.8354 0.0641
C 0.6906 1.4810 -1.3331
C 1.1218 1.2421 1.1870
C -1.9747 1.2126 0.1468
N -0.8893 0.1892 0.0116
N 0.3002 -1.6380 -0.2638
H 3.2142 -2.3326 0.2760
H 3.9024 -0.6097 -0.5242
H -2.1486 -2.8456 -0.4033
H -3.0941 -1.3274 -0.3344
H -2.5367 -2.0983 1.1000
H 1.2945 2.4137 -1.1943
H -0.3546 1.8682 -1.5858
H 1.1306 0.8073 -2.1350
H 1.4277 0.4517 1.7942
H 0.3230 1.8298 1.5442
H 2.0473 1.8450 1.1585
H -2.5117 1.3140 -0.7775
H -2.7290 0.9474 0.9943
H -1.5165 2.1737 0.2954
H 0.4313 -2.6952 -0.1085
*
```

Output
Energy (Eh): -422.8625
E_LUMO (spin up / spin down) (eV): -4.21 / -4.77
Frontier orbital gap (spin up / spin down) (hartree): 0.3098 / 0.2174
Energy relative to the best compared isomer or geometry (same formula, charge and spin) (kcal/mol): 145.5

What are the natural (NBO) partial charges on each atom? They are as follows, in elementary charge units:
1. C 0.282
2. C 0.511
3. C -0.344
4. C 0.010
5. C -0.723
6. C -0.625
7. C -0.609
8. C -0.435
9. N -0.297
10. N -0.578
11. H 0.175
12. H 0.191
13. H 0.274
14. H 0.274
15. H 0.281
16. H 0.251
17. H 0.224
18. H 0.251
19. H 0.238
20. H 0.216
21. H 0.259
22. H 0.235
23. H 0.248
24. H 0.241
25. H 0.451


[2]
Here is a structure of composition C26H48ClLuP in a non-equilibrium geometry from the Open Molecules 2025 dataset. Energies are from ωB97M-V/def2-TZVPD.

Structure (ORCA input):
```
! RIJCOSX wB97M-V def2-TZVPD def2/J DEFGRID3
* xyz -1 1
Lu -2.6136 -1.3165 -0.5796
Cl -1.4510 -1.3176 1.5363
P 2.1326 -0.9650 -1.0216
C 2.0436 -0.0022 0.7809
H 1.0363 -0.3733 1.1744
H 2.9204 -0.5714 1.2011
C 0.7189 -0.7951 -2.3063
C 1.8857 -2.6673 -0.3438
C 1.0125 -0.0533 -3.6152
H 0.4411 -1.8352 -2.5761
C -0.2380 -0.0774 -4.5170
H 1.2535 1.0069 -3.3988
H 1.8600 -0.5120 -4.1516
C -1.4078 0.6343 -3.8406
H -0.0111 0.4194 -5.4682
H -0.5141 -1.1195 -4.7264
C -1.7262 -0.0889 -2.5009
H -1.1127 1.6941 -3.6162
H -2.3039 0.6469 -4.4854
C -0.4736 -0.1423 -1.6099
H -2.5625 0.4626 -1.9866
H -2.0266 -1.1520 -2.7093
H -0.1594 0.8790 -1.4046
H -0.6117 -0.7024 -0.5951
C 3.8340 -0.8430 -1.7786
C 2.9664 -3.0405 0.6804
H 0.9167 -2.5600 0.1774
C 2.5471 -4.2659 1.4902
H 3.9112 -3.2237 0.1495
H 3.1602 -2.2373 1.3927
C 2.2444 -5.4429 0.5700
H 3.3356 -4.5091 2.2196
H 1.6480 -4.0051 2.0608
C 1.3058 -5.1153 -0.5843
H 3.1924 -5.8087 0.1733
H 1.8377 -6.2584 1.1660
C 1.7326 -3.8336 -1.3256
H 1.2667 -5.9738 -1.2698
H 0.2939 -4.9813 -0.1990
H 2.6912 -4.0304 -1.8162
H 1.0237 -3.6247 -2.1367
C 4.1326 0.5684 -2.3635
H 4.4834 -1.0035 -0.8925
C 5.6048 0.7092 -2.8078
H 3.4759 0.7403 -3.2397
H 3.9078 1.3261 -1.5949
C 6.0506 -0.4119 -3.7540
H 5.7276 1.6824 -3.2990
H 6.2565 0.7132 -1.9193
C 5.6615 -1.8091 -3.2682
H 5.6205 -0.2350 -4.7472
H 7.1352 -0.3665 -3.8880
C 4.1936 -1.9361 -2.8147
H 5.8536 -2.5403 -4.0600
H 6.3072 -2.0716 -2.4199
H 3.5245 -1.8584 -3.6902
H 4.0384 -2.9432 -2.3966
C 0.1942 3.0214 -3.2058
C 2.2883 1.2757 1.0195
H 1.0990 3.2547 -3.7552
C 1.3205 2.4281 1.1147
H 3.3424 1.5846 1.0479
C -0.1272 2.2995 0.5661
H 1.1130 2.4782 2.2080
H 1.7437 3.3893 0.8004
C -0.6750 2.9880 -0.7121
H -0.4112 1.2459 0.5624
H -0.7880 2.6343 1.3825
C 0.1275 3.5739 -1.9091
H -1.5030 2.3896 -1.1494
H -1.2856 3.8128 -0.3165
H -0.7097 4.0481 -2.5486
H 0.8589 4.3505 -1.6436
C -1.9091 -3.3383 -1.2193
H -2.5198 -3.9397 -0.4987
H -0.8644 -3.6476 -1.1006
H -2.2198 -3.5698 -2.2548
*
```

Output
Energy (Eh): -3056.2108
E_LUMO (eV): 2.31
Frontier orbital gap (hartree): 0.1032
Energy relative to the best compared isomer or geometry (same formula, charge and spin) (kcal/mol): 0.0

What are the Löwdin partial charges on each atom? They are as follows, in elementary charge units:
1. Lu 0.509
2. Cl -0.202
3. P 1.164
4. C -0.365
5. H 0.056
6. H 0.072
7. C -0.352
8. C -0.397
9. C -0.203
10. H 0.097
11. C -0.193
12. H 0.080
13. H 0.096
14. C -0.216
15. H 0.108
16. H 0.112
17. C -0.346
18. H 0.038
19. H 0.107
20. C -0.312
21. H 0.001
22. H 0.049
23. H 0.077
24. H -0.025
25. C -0.381
26. C -0.212
27. H 0.092
28. C -0.193
29. H 0.116
30. H 0.084
31. C -0.214
32. H 0.111
33. H 0.119
34. C -0.195
35. H 0.106
36. H 0.103
37. C -0.211
38. H 0.114
39. H 0.094
40. H 0.088
41. H 0.091
42. C -0.190
43. H 0.121
44. C -0.201
45. H 0.096
46. H 0.107
47. C -0.215
48. H 0.105
49. H 0.113
50. C -0.202
51. H 0.109
52. H 0.102
53. C -0.197
54. H 0.105
55. H 0.111
56. H 0.110
57. H 0.082
58. C 0.043
59. C -0.307
60. H 0.029
61. C -0.224
62. H 0.068
63. C -0.205
64. H 0.095
65. H 0.089
66. C -0.192
67. H 0.037
68. H 0.104
69. C -0.254
70. H 0.087
71. H 0.100
72. H 0.158
73. H 0.104
74. C -0.402
75. H -0.037
76. H -0.077
77. H -0.039


[3]
Here is a structure of composition C8H10N3NaS3 from the Open Molecules 2025 dataset. Energies are from ωB97M-V/def2-TZVPD.

Structure (ORCA input):
```
! RIJCOSX wB97M-V def2-TZVPD def2/J DEFGRID3
* xyz 0 1
Na 0.7088 1.3005 1.2979
C -0.1419 -2.3668 6.3339
C 0.0597 -1.2683 5.3310
C -0.3855 0.0300 5.5896
C -0.1825 0.9482 4.5892
N 0.4131 0.6490 3.4359
C 0.8362 -0.6349 3.2588
S 1.6346 -1.0574 1.7747
N 0.6567 -1.5927 4.1955
H 0.0449 -2.0137 7.3485
H 0.5157 -3.2013 6.1040
H -1.1742 -2.7217 6.2932
H -0.8640 0.2982 6.5205
H -0.5055 1.9778 4.7092
S -0.1150 0.9687 -1.3491
C 1.3558 0.2136 -1.5584
N 1.5768 -1.0946 -1.4698
C 2.9687 -1.5268 -1.3751
C 3.7663 -0.4711 -2.1315
S 2.8371 1.0717 -1.8937
H 0.8370 -1.6511 -1.0635
H 3.0878 -2.5131 -1.8191
H 3.2663 -1.5672 -0.3261
H 3.8156 -0.6866 -3.1972
H 4.7721 -0.3643 -1.7345
*
```

Output
Energy (Eh): -1832.0548
E_LUMO (eV): -0.01
Frontier orbital gap (hartree): 0.2716
Energy relative to the best compared isomer or geometry (same formula, charge and spin) (kcal/mol): 6.3

What are the natural (NBO) partial charges on each atom? They are as follows, in elementary charge units:
1. Na 0.893
2. C -0.650
3. C 0.286
4. C -0.365
5. C 0.091
6. N -0.624
7. C 0.273
8. S -0.525
9. N -0.495
10. H 0.217
11. H 0.238
12. H 0.228
13. H 0.220
14. H 0.187
15. S -0.258
16. C -0.049
17. N -0.569
18. C -0.231
19. C -0.539
20. S 0.319
21. H 0.438
22. H 0.219
23. H 0.232
24. H 0.222
25. H 0.243


[4]
Here is the molecule C6H6N4O3S in a non-equilibrium geometry from the Open Molecules 2025 dataset. Energies are from ωB97M-V/def2-TZVPD.

Structure (ORCA input):
```
! RIJCOSX wB97M-V def2-TZVPD def2/J DEFGRID3
* xyz 0 1
C 2.7132 0.8592 -0.9472
O 1.5591 1.2352 -0.2251
C 0.8070 0.2702 0.1931
N 0.9404 -0.9843 -0.1253
C 0.1664 -1.9545 0.3198
N -0.9180 -1.7749 0.9392
C -1.4817 -0.4857 1.1551
S -2.9928 -0.4474 0.0498
C -2.3392 -1.5119 -1.1466
N -1.9625 -2.2814 -1.9030
C -0.4862 0.7884 0.9570
N -1.0321 1.9138 0.1526
O -0.9435 2.9980 0.6142
O -1.4822 1.6385 -0.9222
H 3.6374 1.4102 -0.5172
H 2.6625 1.1793 -2.0631
H 2.8089 -0.1718 -1.0114
H 0.4000 -3.1037 0.2482
H -1.8123 -0.5268 2.2230
H -0.2443 0.9495 2.0093
*
```

Output
Energy (Eh): -1074.9675
E_LUMO (eV): -0.41
Frontier orbital gap (hartree): 0.3396
Energy relative to the best compared isomer or geometry (same formula, charge and spin) (kcal/mol): 96.4

What are the natural (NBO) partial charges on each atom? They are as follows, in elementary charge units:
1. C -0.280
2. O -0.453
3. C 0.664
4. N -0.593
5. C 0.298
6. N -0.478
7. C -0.164
8. S 0.311
9. C 0.068
10. N -0.318
11. C -0.244
12. N 0.543
13. O -0.344
14. O -0.358
15. H 0.206
16. H 0.205
17. H 0.225
18. H 0.209
19. H 0.247
20. H 0.256


Copy entry 3 word for word.
Here is a structure of composition C8H10N3NaS3 from the Open Molecules 2025 dataset. Energies are from ωB97M-V/def2-TZVPD.

Structure (ORCA input):
```
! RIJCOSX wB97M-V def2-TZVPD def2/J DEFGRID3
* xyz 0 1
Na 0.7088 1.3005 1.2979
C -0.1419 -2.3668 6.3339
C 0.0597 -1.2683 5.3310
C -0.3855 0.0300 5.5896
C -0.1825 0.9482 4.5892
N 0.4131 0.6490 3.4359
C 0.8362 -0.6349 3.2588
S 1.6346 -1.0574 1.7747
N 0.6567 -1.5927 4.1955
H 0.0449 -2.0137 7.3485
H 0.5157 -3.2013 6.1040
H -1.1742 -2.7217 6.2932
H -0.8640 0.2982 6.5205
H -0.5055 1.9778 4.7092
S -0.1150 0.9687 -1.3491
C 1.3558 0.2136 -1.5584
N 1.5768 -1.0946 -1.4698
C 2.9687 -1.5268 -1.3751
C 3.7663 -0.4711 -2.1315
S 2.8371 1.0717 -1.8937
H 0.8370 -1.6511 -1.0635
H 3.0878 -2.5131 -1.8191
H 3.2663 -1.5672 -0.3261
H 3.8156 -0.6866 -3.1972
H 4.7721 -0.3643 -1.7345
*
```

Output
Energy (Eh): -1832.0548
E_LUMO (eV): -0.01
Frontier orbital gap (hartree): 0.2716
Energy relative to the best compared isomer or geometry (same formula, charge and spin) (kcal/mol): 6.3

What are the natural (NBO) partial charges on each atom? They are as follows, in elementary charge units:
1. Na 0.893
2. C -0.650
3. C 0.286
4. C -0.365
5. C 0.091
6. N -0.624
7. C 0.273
8. S -0.525
9. N -0.495
10. H 0.217
11. H 0.238
12. H 0.228
13. H 0.220
14. H 0.187
15. S -0.258
16. C -0.049
17. N -0.569
18. C -0.231
19. C -0.539
20. S 0.319
21. H 0.438
22. H 0.219
23. H 0.232
24. H 0.222
25. H 0.243